(1)
Below is C3H4N2 in the gas phase in a non-equilibrium geometry, with properties calculated with ωB97M-V/def2-TZVPD.

Max |F| = 7.76 eV/Å
Spin multiplicity = 1
LUMO level (alpha / beta) = -0.02679 / -0.04858 hartree
HOMO (alpha / beta) = -0.352 / -0.347 Eh
SMILES = C#C/N=N/C
HOMO-LUMO gap (alpha / beta) = 0.326 / 0.298 hartree

Last column: Mulliken charge in e.
Positions of all 9 atoms, in Å:
C (-2.856, 0.113, -0.054)  -0.562
C (-1.640, 0.007, -0.078)  0.290
N (-0.459, -0.337, 0.106)  -0.221
N (0.625, 0.692, -0.207)  -0.205
C (1.797, 0.023, -0.043)  -0.551
H (-3.864, -0.025, 0.024)  0.434
H (2.293, 0.180, -1.010)  0.230
H (1.574, -1.016, 0.434)  0.351
H (2.530, 0.362, 0.827)  0.235


(2)
Below is C3H4N2 in the gas phase in a non-equilibrium geometry, with properties calculated with ωB97M-V/def2-TZVPD.

Max |F| = 3.82 eV/Å
Spin multiplicity = 1
LUMO level (alpha / beta) = -0.00423 / -0.00429 hartree
HOMO (alpha / beta) = -0.294 / -0.294 Eh
HOMO-LUMO gap (alpha / beta) = 0.290 / 0.290 hartree

Last column: Mulliken charge in e.
Positions of all 9 atoms, in Å:
C (0.201, -0.949, -0.168)  -0.171
C (-0.965, -0.239, -0.743)  0.026
C (1.453, 0.659, 1.007)  -0.259
N (1.032, -0.380, 0.623)  -0.063
N (-1.295, 0.985, -0.616)  -0.626
H (0.140, -2.028, -0.497)  0.266
H (-1.674, -0.917, -1.145)  0.347
H (-0.559, 1.675, -0.381)  0.206
H (1.667, 1.195, 1.920)  0.274


(3)
Below is 2 unconnected molecules or ions with the total composition C3H4N2O, with properties calculated with ωB97M-V/def2-TZVPD.

Max |F| = 0.84 eV/Å
Spin multiplicity = 1
LUMO level = 0.01991 hartree
HOMO = -0.352 Eh
SMILES = C#[N+][O-].C#CN
HOMO-LUMO gap = 0.372 hartree

Last column: Mulliken charge in e.
Positions of all 10 atoms, in Å:
C (-1.112, 1.506, 0.198)  -0.170
N (-2.262, 1.512, 0.343)  0.463
O (-3.459, 1.549, 0.491)  -0.614
H (-0.059, 1.304, 0.085)  0.367
C (0.260, -2.124, -0.178)  -0.517
C (0.934, -1.127, -0.170)  0.133
N (1.630, 0.052, -0.149)  -0.587
H (-0.321, -3.019, -0.188)  0.416
H (2.078, 0.257, -1.035)  0.256
H (2.310, 0.091, 0.602)  0.253


(4)
Below is C3H4N2O in the gas phase, with properties calculated with ωB97M-V/def2-TZVPD.

Max |F| = 0.45 eV/Å
Spin multiplicity = 1
LUMO level = 0.03239 hartree
HOMO = -0.309 Eh
SMILES = NC1=CN1C=O
HOMO-LUMO gap = 0.341 hartree

Last column: Mulliken charge in e.
Positions of all 10 atoms, in Å:
N (-1.745, -0.216, 0.207)  -0.459
C (-0.423, -0.480, 0.357)  0.348
C (0.633, -1.181, 0.555)  -0.400
N (0.816, 0.325, 0.456)  -0.441
C (1.159, 0.899, -0.777)  0.194
O (0.359, 1.112, -1.661)  -0.506
H (-1.913, 0.672, -0.245)  0.266
H (-2.329, -0.386, 1.014)  0.265
H (1.237, -1.992, 0.919)  0.370
H (2.205, 1.249, -0.825)  0.364


(5)
Below is 2 unconnected molecules or ions with the total composition C3H4N2O, with properties calculated with ωB97M-V/def2-TZVPD.

Max |F| = 0.91 eV/Å
Spin multiplicity = 1
LUMO level = 0.01940 hartree
HOMO = -0.330 Eh
SMILES = C=C=N.N=C=O
HOMO-LUMO gap = 0.349 hartree

Last column: Mulliken charge in e.
Positions of all 10 atoms, in Å:
C (-0.159, 1.937, -0.658)  -0.843
C (-0.020, 0.777, -1.256)  0.575
N (0.112, -0.272, -1.879)  -0.576
H (-1.147, 2.340, -0.469)  0.244
H (0.714, 2.508, -0.362)  0.244
H (0.151, -1.089, -1.263)  0.388
N (0.081, -1.883, 0.760)  -0.539
C (0.115, -1.123, 1.717)  0.673
O (0.162, -0.312, 2.552)  -0.380
H (-0.009, -2.882, 0.858)  0.215


(6)
Below is C3H4N2O in the gas phase, with properties calculated with ωB97M-V/def2-TZVPD.

Max |F| = 0.53 eV/Å
Spin multiplicity = 1
LUMO level = -0.00796 hartree
HOMO = -0.277 Eh
HOMO-LUMO gap = 0.269 hartree

Last column: Mulliken charge in e.
Positions of all 10 atoms, in Å:
N (0.158, -0.107, -1.574)  -0.214
C (0.141, -0.104, -0.119)  0.282
C (1.017, -0.779, 0.647)  -0.777
N (0.513, -0.408, 1.962)  -0.378
C (-0.498, 0.364, 1.796)  -0.009
O (-0.840, 0.637, 0.500)  -0.415
H (-0.671, -0.520, -2.015)  0.347
H (0.333, 0.807, -2.006)  0.348
H (0.971, -0.721, -1.738)  0.416
H (-1.125, 0.831, 2.547)  0.398


(7)
Below is C3H4N2O in the gas phase in a non-equilibrium geometry, with properties calculated with ωB97M-V/def2-TZVPD.

Max |F| = 1.62 eV/Å
Spin multiplicity = 1
LUMO level = 0.02565 hartree
HOMO = -0.341 Eh
SMILES = C=C=NC(N)=O
HOMO-LUMO gap = 0.366 hartree

Last column: Mulliken charge in e.
Positions of all 10 atoms, in Å:
C (0.943, -1.144, -1.827)  -1.021
C (0.163, -0.741, -0.881)  0.865
N (-0.568, -0.507, 0.078)  -0.499
C (-0.106, 0.684, 0.690)  0.585
N (-0.816, 0.983, 1.790)  -0.375
O (0.747, 1.390, 0.184)  -0.579
H (0.578, -2.173, -1.736)  0.281
H (1.066, -0.620, -2.762)  0.281
H (-1.437, 0.303, 2.190)  0.222
H (-0.570, 1.826, 2.273)  0.241


(8)
Below is C3H4N2O in the gas phase in a non-equilibrium geometry, with properties calculated with ωB97M-V/def2-TZVPD.

Max |F| = 5.02 eV/Å
Spin multiplicity = 1
LUMO level = 0.02470 hartree
HOMO = -0.331 Eh
SMILES = C1=NCN2O[C@H]12
HOMO-LUMO gap = 0.356 hartree

Last column: Mulliken charge in e.
Positions of all 10 atoms, in Å:
C (-0.518, -1.140, -0.193)  -0.155
N (-1.287, -0.137, -0.423)  -0.507
C (-0.613, 1.161, -0.079)  -0.253
N (0.874, 0.672, 0.353)  -0.275
O (1.536, 0.020, -0.637)  -0.316
C (0.814, -0.757, 0.307)  0.192
H (-0.713, -2.131, -0.196)  0.442
H (-0.290, 1.906, -0.947)  0.242
H (-1.145, 1.685, 0.686)  0.274
H (1.342, -1.278, 1.128)  0.357


(9)
Below is 2 unconnected molecules or ions with the total composition C3H4N2O in a non-equilibrium geometry, with properties calculated with ωB97M-V/def2-TZVPD.

Max |F| = 1.10 eV/Å
Spin multiplicity = 1
LUMO level = 0.01523 hartree
HOMO = -0.327 Eh
SMILES = NC#[N+][O-].C#C
HOMO-LUMO gap = 0.343 hartree

Last column: Mulliken charge in e.
Positions of all 10 atoms, in Å:
N (2.096, -0.136, -0.557)  -0.506
C (0.875, 0.140, -1.060)  0.141
N (-0.113, 0.463, -1.568)  0.527
O (-1.204, 0.768, -2.039)  -0.682
H (2.343, 0.374, 0.282)  0.268
H (2.306, -1.125, -0.473)  0.258
C (-1.869, 0.073, 0.866)  -0.397
C (-1.312, -0.313, 1.861)  -0.418
H (-2.292, 0.412, -0.062)  0.440
H (-0.831, -0.656, 2.751)  0.371


(10)
Below is C3H4N2O in the gas phase in a non-equilibrium geometry, with properties calculated with ωB97M-V/def2-TZVPD.

Max |F| = 2.33 eV/Å
Spin multiplicity = 1
LUMO level = 0.02964 hartree
HOMO = -0.313 Eh
SMILES = Nc1cnco1
HOMO-LUMO gap = 0.342 hartree

Last column: Mulliken charge in e.
Positions of all 10 atoms, in Å:
N (0.473, 1.721, -0.291)  -0.523
C (0.188, 0.378, -0.012)  0.464
C (0.653, -0.833, -0.368)  -0.319
N (-0.246, -1.823, -0.066)  -0.527
C (-1.252, -1.132, 0.415)  -0.005
O (-1.109, 0.202, 0.398)  -0.335
H (0.396, 2.236, 0.641)  0.272
H (1.405, 1.847, -0.794)  0.259
H (1.660, -1.054, -0.754)  0.340
H (-2.168, -1.542, 0.830)  0.374


(11)
Below is C3H4N2O in the gas phase in a non-equilibrium geometry, with properties calculated with ωB97M-V/def2-TZVPD.

Max |F| = 1.48 eV/Å
Spin multiplicity = 1
LUMO level = 0.02348 hartree
HOMO = -0.350 Eh
SMILES = O=C1CNC=N1
HOMO-LUMO gap = 0.373 hartree

Last column: Mulliken charge in e.
Positions of all 10 atoms, in Å:
O (2.377, -0.007, 0.408)  -0.545
C (1.187, 0.176, 0.312)  0.421
C (0.239, -0.908, -0.196)  -0.256
N (-1.012, -0.165, -0.279)  -0.164
C (-0.745, 1.103, 0.134)  -0.042
N (0.484, 1.390, 0.424)  -0.547
H (0.833, -1.088, -1.124)  0.207
H (0.134, -1.797, 0.439)  0.311
H (-1.950, -0.543, -0.316)  0.232
H (-1.547, 1.840, 0.198)  0.383


(12)
Below is 2 unconnected molecules or ions with the total composition C3H4N2O, with properties calculated with ωB97M-V/def2-TZVPD.

Max |F| = 0.84 eV/Å
Spin multiplicity = 1
LUMO level = 0.01983 hartree
HOMO = -0.351 Eh
SMILES = C#[N+][O-].C#CN
HOMO-LUMO gap = 0.371 hartree

Last column: Mulliken charge in e.
Positions of all 10 atoms, in Å:
C (0.507, -1.653, 0.616)  -0.193
N (1.560, -2.107, 0.785)  0.463
O (2.647, -2.599, 0.967)  -0.618
H (-0.404, -1.113, 0.421)  0.386
C (0.564, 1.887, -0.682)  -0.492
C (-0.465, 1.298, -0.476)  0.102
N (-1.580, 0.550, -0.212)  -0.564
H (1.465, 2.427, -0.870)  0.416
H (-2.121, 0.344, -1.045)  0.250
H (-2.174, 0.966, 0.497)  0.250


(13)
Below is C3H4N2O in the gas phase in a non-equilibrium geometry, with properties calculated with ωB97M-V/def2-TZVPD.

Max |F| = 1.20 eV/Å
Spin multiplicity = 1
LUMO level = 0.02726 hartree
HOMO = -0.401 Eh
SMILES = [H]/N=C/OCC#N
HOMO-LUMO gap = 0.428 hartree

Last column: Mulliken charge in e.
Positions of all 10 atoms, in Å:
H (2.559, 0.868, 0.263)  0.235
N (1.591, 0.659, 0.057)  -0.587
C (1.281, -0.538, 0.302)  0.120
O (0.016, -0.988, 0.126)  -0.325
C (-0.823, 0.015, -0.446)  -0.237
C (-2.176, 0.044, 0.122)  0.238
N (-3.179, 0.337, 0.619)  -0.394
H (1.938, -1.333, 0.664)  0.367
H (-0.748, -0.071, -1.533)  0.306
H (-0.457, 1.006, -0.174)  0.277


(14)
Below is C3H4N2O in the gas phase in a non-equilibrium geometry, with properties calculated with ωB97M-V/def2-TZVPD.

Max |F| = 6.60 eV/Å
Spin multiplicity = 1
LUMO level = 0.02918 hartree
HOMO = -0.345 Eh
SMILES = On1cccn1
HOMO-LUMO gap = 0.375 hartree

Last column: Mulliken charge in e.
Positions of all 10 atoms, in Å:
O (2.161, -0.108, -0.290)  -0.442
N (0.800, -0.141, 0.300)  0.518
C (0.213, 0.986, 0.156)  -0.461
C (-1.117, 0.640, -0.146)  -0.470
C (-1.156, -0.820, -0.126)  0.031
N (0.079, -1.181, -0.015)  -0.630
H (2.492, -0.929, 0.329)  0.392
H (0.664, 1.865, -0.057)  0.441
H (-2.060, 1.178, -0.295)  0.334
H (-2.075, -1.490, 0.144)  0.287


(15)
Below is C3H4N2O in the gas phase, with properties calculated with ωB97M-V/def2-TZVPD.

Max |F| = 0.86 eV/Å
Spin multiplicity = 1
LUMO level = 0.03881 hartree
HOMO = -0.329 Eh
SMILES = Oc1cc[nH]n1
HOMO-LUMO gap = 0.368 hartree

Last column: Mulliken charge in e.
Positions of all 10 atoms, in Å:
O (2.222, 0.205, -0.348)  -0.503
C (0.896, 0.036, -0.162)  0.550
C (-0.087, 1.055, -0.064)  -0.512
C (-1.224, 0.373, 0.270)  -0.287
N (-0.913, -0.941, 0.318)  0.190
N (0.388, -1.167, 0.015)  -0.793
H (2.615, -0.680, -0.288)  0.360
H (-0.123, 2.053, -0.454)  0.343
H (-2.201, 0.756, 0.528)  0.393
H (-1.573, -1.688, 0.185)  0.259


(16)
Below is 2 unconnected molecules or ions with the total composition C3H4N2O, with properties calculated with ωB97M-V/def2-TZVPD.

Max |F| = 0.84 eV/Å
Spin multiplicity = 1
LUMO level = 0.02520 hartree
HOMO = -0.338 Eh
SMILES = C#[N+][O-].C#CN
HOMO-LUMO gap = 0.363 hartree

Last column: Mulliken charge in e.
Positions of all 10 atoms, in Å:
C (-0.980, 1.662, 0.307)  -0.222
N (-1.941, 1.015, 0.318)  0.425
O (-2.963, 0.380, 0.317)  -0.582
H (0.023, 2.022, 0.348)  0.368
C (-0.157, -1.750, -0.180)  -0.613
C (0.750, -0.957, -0.153)  0.236
N (1.742, -0.023, -0.072)  -0.543
H (-0.972, -2.438, -0.195)  0.425
H (1.872, 0.500, -0.928)  0.256
H (2.626, -0.409, 0.238)  0.250


(17)
Below is a molecular structure, C3H4N2O, with properties calculated with ωB97M-V/def2-TZVPD.

Max |F| = 0.34 eV/Å
Spin multiplicity = 1
LUMO level = 0.01345 hartree
HOMO = -0.370 Eh
HOMO-LUMO gap = 0.384 hartree

Last column: Mulliken charge in e.
Positions of all 10 atoms, in Å:
O (-2.014, 0.258, 0.300)  -0.490
C (-0.716, -0.009, -0.008)  0.428
C (0.387, 0.864, -0.026)  -0.220
C (1.469, 0.012, -0.106)  -0.364
N (1.097, -1.287, -0.150)  -0.446
N (-0.218, -1.363, -0.036)  -0.278
H (-2.158, 0.032, 1.229)  0.348
H (0.358, 1.943, 0.013)  0.378
H (2.521, 0.266, -0.162)  0.423
H (-0.726, -0.715, -1.055)  0.222


(18)
Below is C3H4N2O in the gas phase, with properties calculated with ωB97M-V/def2-TZVPD.

Max |F| = 0.79 eV/Å
Spin multiplicity = 1
LUMO level = -0.01923 hartree
HOMO = -0.295 Eh
HOMO-LUMO gap = 0.276 hartree

Last column: Mulliken charge in e.
Positions of all 10 atoms, in Å:
O (-1.719, 0.654, 0.816)  -0.532
C (-0.606, 0.149, 0.186)  -0.483
C (0.762, 0.455, 0.549)  0.069
N (1.740, -0.138, -0.032)  -0.652
N (0.113, -1.566, -1.488)  -0.456
C (-0.567, -0.821, -0.768)  0.743
H (-1.957, 1.495, 0.405)  0.331
H (0.869, 1.212, 1.335)  0.381
H (2.645, 0.165, 0.315)  0.233
H (-1.279, -1.604, -1.319)  0.367


(19)
Below is C3H4N2O in the gas phase in a non-equilibrium geometry, with properties calculated with ωB97M-V/def2-TZVPD.

Max |F| = 2.11 eV/Å
Spin multiplicity = 1
LUMO level = 0.02903 hartree
HOMO = -0.310 Eh
SMILES = Oc1ncc[nH]1
HOMO-LUMO gap = 0.339 hartree

Last column: Mulliken charge in e.
Positions of all 10 atoms, in Å:
O (-0.682, 0.308, 2.075)  -0.496
C (-0.414, 0.190, 0.768)  0.381
N (-1.244, 0.316, -0.228)  -0.561
C (-0.427, 0.082, -1.351)  -0.284
C (0.852, -0.086, -0.971)  -0.241
N (0.864, -0.089, 0.392)  -0.033
H (-1.625, 0.512, 2.124)  0.376
H (-0.640, -0.578, -2.157)  0.274
H (1.673, -0.314, -1.627)  0.383
H (1.641, -0.341, 0.974)  0.202


(20)
Below is C3H4N2O in the gas phase in a non-equilibrium geometry, with properties calculated with ωB97M-V/def2-TZVPD.

Max |F| = 1.24 eV/Å
Spin multiplicity = 1
LUMO level = 0.03258 hartree
HOMO = -0.352 Eh
SMILES = C=C=NC(N)=O
HOMO-LUMO gap = 0.384 hartree

Last column: Mulliken charge in e.
Positions of all 10 atoms, in Å:
C (-1.764, -0.207, 1.203)  -0.725
C (-1.201, -0.192, 0.039)  0.583
N (-0.508, -0.035, -0.963)  -0.564
C (0.766, 0.476, -0.400)  0.578
N (1.708, -0.381, -0.845)  -0.374
O (0.937, 1.445, 0.298)  -0.537
H (-1.610, -1.013, 1.900)  0.264
H (-2.338, 0.675, 1.421)  0.248
H (2.600, 0.041, -1.019)  0.262
H (1.343, -1.068, -1.487)  0.264


Electronic energy
In order: -225.9999, -226.0869, -301.2852, -301.3437, -301.4232, -301.3242, -301.4020, -301.3156, -301.2769, -301.4428, -301.4597, -301.2856, -301.4254, -301.3213, -301.4456, -301.2819, -301.3557, -301.2882, -301.4452, -301.4265
Unit: hartree
Energy above the lowest of the compared OMol25 structures with the same formula, charge and spin
In order: 591.5, 363.0, 530.3, 376.9, 168.1, 428.0, 223.7, 450.5, 552.2, 116.5, 72.3, 529.5, 162.4, 435.8, 109.4, 539.2, 345.2, 522.6, 110.4, 159.5
Unit: kJ/mol